(1)
Computed, not measured: a molecular structure, C52H116BF12MgN2O32S4 at a distorted geometry, with the ωB97M-V functional and the def2-TZVPD basis.

E_tot ... -7583.16804 Ha
Gap between HOMO and LUMO ... 4.0 eV
HOMO ... -6.165 eV

```
! RIJCOSX wB97M-V def2-TZVPD def2/J DEFGRID3
* xyz -1 1
Mg 4.0357 0.8113 3.8876
C 1.5818 -2.6071 -0.0041
F 1.1029 -1.5853 -0.7041
F 1.0767 -3.7612 -0.5164
F 2.9044 -2.6810 -0.1481
S 1.1016 -2.5349 1.8981
O -0.1765 -3.2730 2.0341
O 2.2234 -3.1374 2.5978
N 1.0113 -0.7687 2.1925
S -0.5805 -0.5349 1.9602
O -1.0606 -0.9936 0.6628
O -1.2995 -0.8736 3.1633
C -0.6799 1.3451 1.8540
F -1.9498 1.6748 1.5306
F -0.5141 1.8351 3.1030
F 0.2113 1.8414 0.9603
C -2.0056 9.6317 6.5225
F -2.8933 9.0265 5.7369
F -2.6831 10.4881 7.3139
F -1.2733 8.7237 7.1993
S -0.6369 10.6466 5.4019
O 0.6733 9.9490 5.5066
O -1.2188 10.6358 4.0508
N -0.5753 12.1163 6.3444
S -1.4378 13.1029 5.6336
O -0.9001 13.4782 4.3007
O -2.8882 12.9076 5.6728
C -1.0617 14.6561 6.8117
F -1.7011 15.8300 6.4086
F -1.6420 14.4202 7.9809
F 0.2748 14.7903 6.9645
B 4.6300 4.2335 4.6175
H 5.0763 4.7163 5.4731
H 4.4352 4.9698 3.8531
H 5.3867 3.5343 4.2969
H 3.7073 3.7055 4.8020
C -10.0016 -9.7306 11.3937
O -9.9379 -9.1858 10.0613
C -11.2494 -9.3324 9.5037
C -11.3670 -8.2967 8.3711
O -10.0579 -8.2335 7.8959
C -10.0053 -7.4846 6.6180
C -8.5715 -7.5758 6.2521
O -7.7721 -7.5212 7.3973
C -6.3651 -7.1184 7.1477
H -10.4172 -10.7305 11.5179
H -10.5701 -9.0541 12.0319
H -9.0213 -9.8790 11.8463
H -12.0980 -9.0238 10.1143
H -11.4452 -10.3312 9.1135
H -11.7985 -7.3395 8.6637
H -12.0172 -8.6385 7.5657
H -10.3759 -6.4616 6.6828
H -10.4877 -7.9021 5.7343
H -8.4155 -6.7719 5.5327
H -8.3492 -8.5277 5.7698
H -5.7734 -6.5850 7.8917
H -6.3434 -6.3632 6.3620
H -5.7157 -7.8815 6.7188
C 0.9652 6.2378 -5.5270
O 0.2089 5.8037 -4.4127
C -1.1186 6.3243 -4.3679
C -1.2654 7.7453 -3.6754
O -0.3794 8.6411 -4.3959
C -0.4449 9.9741 -3.9227
C 0.3410 10.9312 -4.8678
O 1.7217 10.8140 -4.4744
C 2.6198 11.6819 -5.0693
H 1.9492 5.7694 -5.5470
H 1.2251 7.2947 -5.5870
H 0.3566 6.0222 -6.4052
H -1.7871 5.6730 -3.8049
H -1.4331 6.4228 -5.4069
H -0.9715 7.7405 -2.6258
H -2.2490 8.2139 -3.7080
H -0.2023 10.1252 -2.8708
H -1.4829 10.2741 -4.0657
H -0.0067 11.9643 -4.8656
H 0.2221 10.5013 -5.8624
H 2.4313 12.7278 -4.8274
H 2.5677 11.5809 -6.1533
H 3.6077 11.4629 -4.6639
C -4.8712 -0.2864 -12.9020
O -5.2146 -1.6066 -12.4875
C -5.8109 -1.7614 -11.2168
C -4.7685 -1.4726 -10.1484
O -5.3948 -1.4582 -8.9016
C -4.5473 -1.0455 -7.8651
C -5.1425 -1.0565 -6.4432
O -6.1842 -0.0307 -6.4906
C -6.8972 0.0801 -5.2198
H -3.9392 0.0488 -12.4469
H -5.4580 0.6040 -12.6763
H -4.7574 -0.3523 -13.9840
H -5.9918 -2.8360 -11.2430
H -6.8262 -1.4067 -11.0391
H -4.2947 -0.5343 -10.4367
H -3.9633 -2.1979 -10.2655
H -4.1110 -0.0491 -7.9359
H -3.7007 -1.7309 -7.8267
H -4.3917 -0.9001 -5.6686
H -5.5303 -2.0464 -6.2024
H -7.9088 0.4511 -5.3847
H -6.3720 0.7835 -4.5737
H -6.9304 -0.8447 -4.6437
C 6.0957 -1.2230 -6.2233
O 7.5690 -1.2422 -6.3678
C 8.2100 -2.4440 -5.9993
C 9.6271 -2.2105 -5.9338
O 9.9067 -1.2512 -4.9373
C 11.2091 -0.7161 -4.7696
C 11.0539 0.5761 -3.9326
O 11.1040 0.3739 -2.4934
C 12.3814 0.0725 -1.8647
H 5.6854 -0.2185 -6.1193
H 5.8099 -1.6729 -5.2725
H 5.7136 -1.7778 -7.0802
H 7.9654 -3.2101 -6.7350
H 7.9213 -2.7698 -5.0000
H 10.0205 -1.9381 -6.9132
H 10.2842 -3.0478 -5.6989
H 11.9253 -0.5864 -5.5810
H 11.7081 -1.5153 -4.2215
H 10.0265 0.8812 -4.1308
H 11.7723 1.3484 -4.2074
H 13.0643 0.9019 -2.0483
H 12.8887 -0.8283 -2.2102
H 12.2585 -0.0323 -0.7867
C -16.2438 -5.8673 2.3017
O -15.1999 -6.0411 1.3287
C -14.8528 -7.3888 1.1868
C -13.9745 -7.5935 -0.0043
O -12.6275 -7.0587 0.0555
C -11.8264 -7.3378 -1.1373
C -10.4908 -6.5843 -1.2174
O -9.5184 -6.7976 -0.1226
C -8.4087 -5.9240 -0.1184
H -17.1922 -6.1254 1.8305
H -16.2863 -4.8343 2.6471
H -16.0862 -6.3787 3.2513
H -15.8076 -7.9053 1.0887
H -14.3795 -7.6116 2.1432
H -14.5344 -7.0643 -0.7753
H -13.9875 -8.6417 -0.3027
H -12.3772 -7.2503 -2.0738
H -11.6507 -8.4074 -1.2524
H -10.7546 -5.5273 -1.2542
H -10.0899 -6.8510 -2.1952
H -7.7485 -6.1807 0.7100
H -8.5600 -4.9064 0.2417
H -7.8573 -5.8701 -1.0572
C 3.3914 -0.3012 6.7424
O 4.5243 -0.4350 5.9437
C 5.6316 -1.0325 6.6548
C 6.6110 -1.4519 5.5654
O 6.3221 -0.7956 4.3115
C 7.2262 -1.2590 3.2270
C 6.9876 -0.2174 2.1826
O 5.5471 0.1898 2.2192
C 5.2164 0.8725 0.9930
H 2.5834 0.1567 6.1718
H 3.5261 0.2713 7.6601
H 2.9746 -1.2870 6.9486
H 5.3342 -1.9184 7.2159
H 6.0492 -0.3608 7.4048
H 6.4838 -2.5330 5.5095
H 7.6453 -1.2493 5.8432
H 7.0382 -2.2870 2.9173
H 8.2454 -1.1419 3.5951
H 7.2359 -0.5454 1.1732
H 7.4559 0.7284 2.4551
H 5.9203 1.6700 0.7553
H 4.3079 1.4741 1.0213
H 5.2331 0.2462 0.1010
C 9.4350 -8.6501 -8.2428
O 8.5093 -9.1822 -7.3763
C 7.3633 -9.8635 -7.9135
C 6.1016 -9.5473 -7.1275
O 6.1895 -9.8793 -5.7213
C 4.9398 -9.7130 -5.0823
C 4.9637 -10.2742 -3.6013
O 5.7157 -9.3953 -2.7676
C 5.4608 -9.7320 -1.4143
H 8.9149 -7.9140 -8.8557
H 9.8899 -9.3700 -8.9232
H 10.1631 -8.1679 -7.5905
H 7.4567 -10.9453 -8.0082
H 7.3300 -9.6370 -8.9791
H 5.3345 -10.1514 -7.6118
H 5.8611 -8.4976 -7.2961
H 4.1955 -10.3244 -5.5925
H 4.6527 -8.6630 -5.0254
H 5.3131 -11.3004 -3.4876
H 3.9500 -10.2594 -3.2010
H 5.8962 -8.9132 -0.8414
H 5.8783 -10.6518 -1.0047
H 4.4189 -9.7878 -1.0990
C 4.2684 7.9496 8.0020
O 4.8269 8.8465 6.9811
C 4.7646 10.2318 7.4311
C 5.5305 11.0865 6.3815
O 5.3059 10.5308 5.0755
C 5.3810 11.4542 4.0259
C 4.7051 10.7774 2.9037
O 4.9574 9.3592 2.9000
C 4.1189 8.6999 1.9077
H 4.0560 6.9453 7.6354
H 3.4263 8.3970 8.5300
H 5.0666 7.8913 8.7420
H 5.3387 10.3394 8.3513
H 3.7349 10.5892 7.4296
H 6.5809 11.0580 6.6712
H 5.0781 12.0781 6.3639
H 6.3671 11.7680 3.6832
H 4.8319 12.3589 4.2868
H 4.9270 11.1723 1.9123
H 3.6349 10.9292 3.0439
H 4.3575 7.6572 1.6979
H 4.5561 9.0904 0.9888
H 3.0474 8.8668 2.0177
*
```

***

(2)
Computed, not measured: C5H9NO in the gas phase, with the ωB97M-V functional and the def2-TZVPD basis.

E_tot ... -325.84608 Ha
Gap between HOMO and LUMO ... 9.8 eV
ΔE to the lowest compared entry with this formula, charge and spin ... 240.16 kJ/mol
SMILES string ... CC(=O)[C@@H]1CN1C
HOMO ... -8.909 eV

```
! RIJCOSX wB97M-V def2-TZVPD def2/J DEFGRID3
* xyz 0 1
C 1.0939 0.2545 -1.7578
N 0.6771 -0.0093 -0.4176
C 1.1082 -0.9462 0.5552
C -0.2932 -0.9625 0.0038
C -1.4055 -0.3013 0.7803
O -2.3612 -0.9301 1.1811
C -1.2396 1.2139 0.9561
H 1.7176 1.1535 -1.7367
H 0.1931 0.4992 -2.3323
H 1.6324 -0.5665 -2.2471
H 1.7703 -1.7663 0.2737
H 1.2641 -0.5538 1.5614
H -0.5612 -1.8281 -0.6113
H -2.0906 1.7047 0.4749
H -1.2247 1.4865 2.0135
H -0.3269 1.5958 0.4918
*
```

***

(3)
Computed, not measured: a molecular structure, C7H15N2 at a distorted geometry, with the ωB97M-V functional and the def2-TZVPD basis.

E_tot ... -384.74945 Ha
Gap between HOMO and LUMO (spin up / spin down) ... 9.8 / 7.0 eV
ΔE to the lowest compared entry with this formula, charge and spin ... 649.34 kJ/mol
HOMO (spin up / spin down) ... -13.824 / -12.078 eV

```
! RIJCOSX wB97M-V def2-TZVPD def2/J DEFGRID3
* xyz 1 1
C -0.7410 0.6343 -1.3116
C 0.1845 -1.0081 0.4079
C -0.0060 -0.6495 -1.1173
C 1.4302 -0.5795 -1.7161
C -0.7328 -1.7461 -1.7899
C 0.0151 0.3883 2.6209
C -0.6961 2.4953 0.9780
N 0.1237 0.2508 1.1870
N -0.2599 1.2361 0.5105
H -0.5564 1.4746 -2.0332
H -0.5424 -1.6775 0.6547
H 1.0976 -1.3887 0.6181
H 1.9558 -1.5355 -1.7244
H 2.1331 0.2567 -1.2869
H 1.2434 -0.4108 -2.7074
H -0.3778 -1.7903 -2.8462
H -1.8430 -1.6975 -1.9966
H -0.6414 -2.6939 -1.3891
H 0.0259 -0.6148 2.9715
H 1.0002 0.7824 3.1156
H -0.9566 0.8642 2.8524
H -1.7468 2.7717 0.6165
H -0.0799 3.3061 0.6123
H -0.7865 2.6026 2.0594
*
```

***

(4)
Computed, not measured: a molecular structure, C22H13InN7O4S3 at a distorted geometry, with the ωB97M-V functional and the def2-TZVPD basis.

E_tot ... -2915.28372 Ha
Gap between HOMO and LUMO ... 6.8 eV
HOMO ... -5.704 eV

```
! RIJCOSX wB97M-V def2-TZVPD def2/J DEFGRID3
* xyz -1 1
In -1.5766 1.1713 -0.6630
O -1.7323 1.4783 1.3601
C -2.5462 1.0640 2.2795
C -2.2419 1.4022 3.6151
C -3.0208 0.9954 4.6648
C -4.1698 0.2412 4.4321
C -4.5076 -0.0867 3.1423
C -3.7190 0.3010 2.0461
C -4.1070 -0.1000 0.7195
N -3.3705 -0.0885 -0.3898
C -4.1258 -0.6034 -1.4024
C -5.3423 -0.9473 -0.9105
N -5.3212 -0.6265 0.4180
H -1.3477 1.9855 3.7711
H -2.7361 1.2576 5.6729
H -4.7818 -0.0887 5.2576
H -5.3882 -0.6914 2.9716
H -3.7290 -0.6786 -2.3988
H -6.1994 -1.3832 -1.3784
H -6.0999 -0.7104 1.0503
S -0.9809 1.1166 -3.1219
C -1.4628 2.7813 -3.0416
S -2.1211 3.4102 -1.5475
C -1.3459 3.6141 -4.1240
C -1.8114 4.9404 -4.0628
N -2.2117 6.0171 -4.0292
C -0.7756 3.1783 -5.3324
N -0.2910 2.8232 -6.3121
O 6.8996 0.2954 1.8432
S 7.5450 -0.6213 0.9219
O 7.8236 -0.0737 -0.4033
O 8.5996 -1.4279 1.5016
C 6.2342 -1.7690 0.3586
N 6.6050 -2.9028 -0.2233
C 5.6779 -3.5814 -0.8677
C 4.3444 -3.1943 -0.8899
C 4.0535 -1.9821 -0.2637
N 5.0173 -1.2696 0.3176
C 2.7199 -1.3728 -0.2306
C 1.6000 -1.9167 -0.8681
C 0.4126 -1.2183 -0.8388
N 0.2823 -0.0485 -0.2228
C 1.3342 0.4800 0.4014
C 2.5612 -0.1481 0.4295
H 6.0050 -4.4857 -1.3670
H 3.5947 -3.8110 -1.3553
H 1.6502 -2.8603 -1.3895
H -0.4800 -1.5807 -1.3404
H 1.1577 1.4385 0.8794
H 3.4257 0.2773 0.9206
*
```

***

(5)
Computed, not measured: a molecular structure, C2HI2O3P at a distorted geometry, with the ωB97M-V functional and the def2-TZVPD basis.

E_tot ... -1239.30755 Ha
Gap between HOMO and LUMO ... 5.0 eV
ΔE to the lowest compared entry with this formula, charge and spin ... 89.40 kJ/mol
HOMO ... -0.551 eV

```
! RIJCOSX wB97M-V def2-TZVPD def2/J DEFGRID3
* xyz -2 1
C 0.7809 0.5320 0.0740
C 1.3339 -0.6332 0.0097
O -0.9164 -1.6798 -0.5946
O 0.9117 -3.3870 -0.0067
O -0.0621 -1.8530 1.8163
P 0.1834 -2.1321 0.3497
I 1.5790 2.5106 -0.0149
I 4.0259 -0.8191 -0.0888
H -0.2876 0.5712 0.2000
*
```

***

(6)
Computed, not measured: 2 unconnected molecules or ions with the total composition C4H6NO at a distorted geometry, with the ωB97M-V functional and the def2-TZVPD basis.

E_tot ... -285.81439 Ha
Gap between HOMO and LUMO ... 5.7 eV
ΔE to the lowest compared entry with this formula, charge and spin ... 292.30 kJ/mol
HOMO ... -1.458 eV

```
! RIJCOSX wB97M-V def2-TZVPD def2/J DEFGRID3
* xyz -1 1
C -2.0656 0.8081 -0.7810
C -1.1744 0.8822 0.0251
C 1.0961 -0.8369 -0.3490
C 0.0399 0.9488 0.7715
N 1.2863 0.5257 0.1574
O 1.7191 1.3384 -0.8658
H -2.8867 0.7768 -1.4352
H 2.0768 -1.2218 -0.6346
H 0.6657 -1.4872 0.4240
H 0.4463 -0.8604 -1.2402
H -0.0438 0.5354 1.7831
H 0.1381 2.4672 0.9525
*
```